77
Properties=species:S:1:pos:R:3:mulliken_spin:R:1 method="wB97M-V/def2-TZVPD" homo_ev="-9.577 / -9.576" s2=0.80 de_lowest_kj_mol=78.34 total_charge=+1 multiplicity=2
Te -1.424 -2.265 0.511 -0.008
Co -0.280 0.191 0.019 1.076
S 1.136 0.722 4.124 -0.006
S -0.507 2.484 -0.481 0.011
Si 0.161 -4.247 2.704 0.000
Si -4.722 -3.130 0.395 0.001
O -1.064 -0.555 -1.776 -0.012
N 2.039 3.079 -0.226 0.000
N 0.672 3.451 1.649 0.001
N -1.422 0.156 -2.833 0.006
N 1.776 -0.132 0.267 0.032
C -0.549 0.979 -3.440 0.000
C 2.122 0.047 1.567 0.000
C 1.601 4.025 2.613 0.000
C -1.247 -2.977 2.512 0.002
C -4.731 -2.510 2.175 0.001
C 0.867 3.054 0.402 0.003
C -0.573 0.913 4.215 -0.010
C 2.726 -0.487 -0.600 -0.003
C 4.417 -0.455 1.075 -0.001
C -5.323 -1.709 -0.691 -0.001
C -3.135 0.854 -4.304 0.000
C -0.197 -5.734 1.603 0.000
C 1.790 -3.436 2.213 -0.001
C -0.949 1.777 -4.485 0.000
C -2.265 1.743 -4.924 0.001
C 1.014 0.337 2.428 0.026
C -0.289 0.356 1.973 -0.134
C -2.690 0.068 -3.271 0.001
C -5.838 -4.622 0.124 0.001
C -2.952 -3.670 -0.085 0.008
C 3.452 -0.086 1.982 0.002
C 0.075 -4.714 4.530 0.000
C -1.186 0.686 3.017 0.006
C 3.352 3.524 0.224 0.000
C 4.046 -0.670 -0.252 0.003
H -5.698 -2.063 2.417 0.000
H 0.851 -5.428 4.816 0.000
H 2.112 -2.702 2.955 0.000
H 0.452 0.961 -3.043 -0.001
H -4.164 0.768 -4.624 0.000
H 1.971 2.781 -1.182 0.000
H -0.231 2.429 -4.963 0.000
H -5.750 -4.995 -0.898 0.000
H -0.891 -5.169 4.758 0.000
H 1.018 4.510 3.390 0.000
H 2.221 3.256 3.078 0.000
H -1.024 1.188 5.155 0.000
H 1.697 -2.926 1.251 0.001
H -3.308 -0.632 -2.732 -0.002
H -5.602 -5.443 0.803 0.000
H -2.188 -3.411 2.848 0.000
H 0.187 -3.831 5.163 0.000
H 4.089 3.133 -0.472 0.000
H -6.883 -4.348 0.285 0.000
H -2.852 -3.794 -1.164 0.000
H -6.374 -1.509 -0.472 0.000
H 0.577 -6.495 1.719 0.000
H 3.590 3.135 1.212 0.000
H 3.691 0.100 3.022 0.000
H 2.584 -4.180 2.121 0.000
H -5.260 -1.948 -1.756 0.000
H -2.260 0.751 2.903 -0.001
H 4.770 -0.966 -0.997 0.000
H -2.605 2.380 -5.727 0.000
H -3.965 -1.745 2.311 -0.001
H -1.150 -6.200 1.865 0.000
H 2.393 -0.637 -1.621 -0.001
H -4.769 -0.788 -0.493 0.000
H -0.229 -5.452 0.548 0.000
H 3.429 4.612 0.233 0.000
H -2.691 -4.613 0.394 -0.001
H -4.551 -3.308 2.898 0.000
H -1.027 -2.113 3.141 0.000
H 5.446 -0.592 1.382 0.000
H -0.259 3.262 1.986 0.000
H 2.238 4.776 2.152 0.000



98
Properties=species:S:1:pos:R:3:mulliken_spin:R:1 method="wB97M-V/def2-TZVPD" homo_ev="-9.671 / -9.671" s2=0.78 total_charge=+1 multiplicity=2
S -0.758 -7.856 6.551 0.000
S -5.566 -7.555 1.484 0.000
F -4.585 -3.942 5.651 0.002
F -5.535 -9.500 5.916 0.000
F -2.179 -10.949 10.124 0.000
F 2.475 -4.086 8.246 0.000
O -4.151 -10.916 4.756 0.000
O -2.968 -11.008 6.481 0.000
O -4.430 -7.140 10.100 0.000
O -6.450 -7.083 7.327 0.001
O -5.515 -2.217 11.020 0.436
O 0.702 -7.867 6.335 0.000
O 5.602 -9.233 5.800 0.000
O -4.256 -7.219 2.074 0.000
O -4.715 -9.126 11.197 0.000
O -5.826 -5.894 5.419 -0.002
O -1.293 -2.611 6.705 0.002
O -6.783 -4.887 7.094 0.001
O 0.490 -3.488 7.814 0.000
O -6.251 -8.885 2.284 0.000
O -1.884 -10.920 4.473 0.000
O -6.737 -6.550 2.081 0.000
O -1.662 -7.638 5.177 0.000
O -5.568 -7.750 0.051 0.000
O -1.173 -6.407 7.088 0.001
O 0.230 -4.004 5.718 0.000
O 3.101 -12.964 4.068 0.000
O -2.943 -8.823 9.988 0.000
O -1.389 -8.802 7.444 0.000
N 6.357 -8.410 7.766 0.000
N -4.393 -3.944 10.093 0.583
N 3.321 -10.720 4.423 0.000
C -2.920 -10.954 5.166 0.000
C -2.643 -9.906 10.826 0.000
C 1.890 -10.450 4.632 0.000
C 1.439 -4.500 7.575 0.000
C -6.803 -3.974 6.071 0.000
C -2.836 -6.879 5.422 -0.001
C -0.277 -3.273 6.709 0.000
C 4.379 -7.334 6.615 0.000
C 7.385 -9.313 7.954 0.000
C -5.198 -4.245 12.304 0.003
C -6.374 -6.041 6.681 -0.001
C -4.047 -3.290 8.853 0.057
C 5.281 -12.004 4.138 0.000
C 3.805 -11.967 4.304 0.000
C 1.575 -4.377 6.038 0.000
C -4.051 -10.299 11.334 0.000
C -7.948 -7.223 2.393 0.000
C -5.039 -3.366 11.094 -0.130
C -5.126 -10.743 5.826 0.000
C -5.712 -4.456 5.162 0.000
C 5.529 -8.398 6.737 0.000
C -7.448 -8.527 2.948 0.000
C -2.550 -6.135 6.769 0.011
C -4.043 -8.308 10.401 0.001
C -4.282 -11.224 7.021 0.000
H -4.439 -12.288 7.195 0.000
H -3.729 -7.465 5.641 0.000
H 4.626 -6.660 5.795 0.000
H -8.548 -6.527 2.979 0.000
H -8.429 -7.207 1.415 0.000
H -6.530 -2.940 6.286 0.000
H 1.384 -10.506 3.669 0.000
H 1.823 -9.402 4.923 0.000
H -4.046 -10.736 12.333 0.000
H -4.267 -4.762 12.535 -0.005
H -4.245 -3.884 7.961 0.029
H -4.401 -2.261 8.785 0.015
H -5.835 -4.189 4.113 0.000
H 3.438 -7.815 6.347 0.000
H -5.677 -3.624 13.061 -0.002
H -4.019 -4.870 10.246 -0.040
H -4.509 -10.593 7.881 0.000
H -5.929 -11.410 5.512 0.000
H 5.567 -11.044 3.709 0.000
H 4.239 -6.703 7.492 0.000
H -7.221 -8.465 4.012 0.000
H 7.730 -9.490 6.936 0.000
H -4.567 -11.116 10.831 0.000
H 5.739 -12.037 5.127 0.000
H -8.244 -9.268 2.875 0.000
H 6.244 -7.743 8.516 0.000
H 5.580 -12.785 3.439 0.000
H 1.920 -5.328 5.631 0.000
H -2.968 -3.414 8.770 0.059
H 0.992 -5.418 7.955 0.000
H -1.875 -9.637 11.551 0.000
H 1.338 -11.063 5.345 0.000
H 8.297 -8.975 8.447 0.000
H -2.883 -6.282 4.511 0.000
H -3.244 -6.503 7.525 -0.006
H -7.751 -4.093 5.547 0.000
H -5.948 -5.030 12.217 -0.011
H 3.959 -9.970 4.646 0.000
H 2.341 -3.618 5.880 0.000
H 7.036 -10.254 8.379 0.000
H -2.741 -5.066 6.666 -0.003



Record order is preserved below.
Max |F|: 1.76; 5.97 eV Å⁻¹